Record 1
Entry from the Open Molecules 2025 dataset: a cluster of 2 separate species, C5H14 in total at a distorted geometry (ωB97M-V/def2-TZVPD).

ORCA input file:
```
! RIJCOSX wB97M-V def2-TZVPD def2/J DEFGRID3
* xyz 0 1
C -2.142 1.300 -0.619
C -1.485 2.069 0.591
H -3.214 1.138 -0.430
H -2.046 1.956 -1.445
H -1.704 0.365 -0.944
H -1.850 1.686 1.526
H -2.037 3.026 0.603
H -0.429 2.150 0.303
C 1.134 -1.037 -0.453
C 1.896 -2.358 -0.451
C 0.995 -0.338 0.916
H 1.624 -0.373 -1.168
H 0.067 -1.173 -0.697
H 2.926 -2.083 -0.538
H 1.983 0.042 1.251
H 0.406 0.534 0.613
H 1.470 -3.011 -1.201
H 1.870 -2.891 0.520
H 0.539 -1.002 1.622
*
```

Computed properties:
SMILES: CCC.CC
Energy relative to the best compared isomer or geometry (same formula, charge and spin): 0.9010 eV
HOMO energy: -11.09 eV



Record 2
Entry from the Open Molecules 2025 dataset: a cluster of 2 separate species, C5H14 in total at a distorted geometry (ωB97M-V/def2-TZVPD).

ORCA input file:
```
! RIJCOSX wB97M-V def2-TZVPD def2/J DEFGRID3
* xyz 1 2
C 1.209 0.541 -2.538
C 1.989 1.388 -1.547
H 1.684 0.743 -3.489
H 1.188 -0.509 -2.265
H 0.169 0.785 -2.889
H 3.070 1.437 -1.775
H 2.087 1.223 -0.457
H 1.611 2.493 -1.649
C -0.955 -1.130 1.222
C -0.067 -0.273 2.290
C -2.382 -0.637 0.745
H -1.024 -2.151 1.672
H -0.229 -1.399 0.440
H 0.524 0.470 1.744
H -0.607 0.309 3.051
H -2.561 -0.763 -0.271
H -2.442 0.343 0.957
H 0.791 -0.891 2.629
H -3.018 -1.423 1.272
*
```

Computed properties:
Energy relative to the best compared isomer or geometry (same formula, charge and spin): 1.8440 eV
HOMO energy (alpha / beta): -14.77 / -14.22 eV
⟨S²⟩: 0.75



Record 3
Entry from the Open Molecules 2025 dataset: a cluster of 2 separate species, C5H14IN2 in total at a distorted geometry (ωB97M-V/def2-TZVPD).

ORCA input file:
```
! RIJCOSX wB97M-V def2-TZVPD def2/J DEFGRID3
* xyz 1 3
C -1.071 1.766 -1.669
C 0.259 0.784 1.678
C -0.159 0.685 -0.966
C -0.583 0.372 0.510
C -0.947 -1.060 0.658
N -0.430 -1.770 1.666
N 0.844 -2.684 -0.922
I -2.422 -2.035 -0.451
H -0.566 2.666 -1.959
H -1.635 1.206 -2.454
H -1.895 2.108 -0.936
H 0.730 1.786 1.556
H 1.107 0.063 1.820
H -0.377 0.705 2.578
H 0.890 0.979 -1.062
H -0.236 -0.374 -1.428
H -1.588 0.915 0.445
H 0.137 -1.208 2.373
H -0.536 -2.813 1.562
H 1.465 -2.914 -1.650
H 1.381 -2.508 -0.063
H 0.038 -3.323 -0.944
*
```

Computed properties:
Energy relative to the best compared isomer or geometry (same formula, charge and spin): 1.1783 eV
HOMO energy (alpha / beta): -10.56 / -13.70 eV
⟨S²⟩: 2.01



Record 4
Entry from the Open Molecules 2025 dataset: a cluster of 2 separate species, C5H14N in total at a distorted geometry (ωB97M-V/def2-TZVPD).

ORCA input file:
```
! RIJCOSX wB97M-V def2-TZVPD def2/J DEFGRID3
* xyz 1 1
C -2.303 1.330 -1.189
C -2.596 1.478 0.100
H -1.744 2.086 -1.729
H -2.592 0.431 -1.716
H -2.208 2.265 0.738
H -3.253 0.770 0.593
C 1.403 -0.178 0.772
C 0.935 -1.154 -0.309
C 1.898 -2.287 -0.545
N 0.343 0.868 0.988
H 1.585 -0.698 1.711
H 2.291 0.375 0.473
H 0.788 -0.554 -1.219
H -0.058 -1.510 -0.024
H 2.923 -1.980 -0.752
H 1.971 -2.915 0.349
H 1.543 -2.924 -1.352
H 0.034 1.237 0.084
H -0.500 0.521 1.450
H 0.716 1.649 1.530
*
```

Computed properties:
Energy relative to the best compared isomer or geometry (same formula, charge and spin): 1.0177 eV
HOMO energy: -14.26 eV



Record 5
Entry from the Open Molecules 2025 dataset: the ion C5H14N with charge +1 at a distorted geometry (ωB97M-V/def2-TZVPD).

ORCA input file:
```
! RIJCOSX wB97M-V def2-TZVPD def2/J DEFGRID3
* xyz 1 1
C 0.543 0.603 -2.159
C 0.163 0.445 -0.696
C 0.490 -0.899 -0.069
C 0.005 -1.015 1.363
C 0.422 0.154 2.307
N -1.401 0.571 -0.705
H 0.558 1.680 -2.371
H 1.570 0.324 -2.392
H -0.071 0.130 -2.926
H 0.638 1.204 -0.088
H 1.573 -1.020 -0.084
H 0.066 -1.711 -0.673
H 0.384 -1.938 1.807
H -1.078 -1.065 1.487
H 0.368 -0.073 3.368
H -0.254 0.969 2.043
H 1.467 0.474 2.236
H -1.828 1.020 0.099
H -1.626 1.064 -1.562
H -1.684 -0.377 -0.941
*
```

Computed properties:
SMILES: CCC[C@@H](C)[NH3+]
Energy relative to the best compared isomer or geometry (same formula, charge and spin): 0.3793 eV
HOMO energy: -15.50 eV



Record 6
Entry from the Open Molecules 2025 dataset: a structure of composition C5H14N2 at a distorted geometry (ωB97M-V/def2-TZVPD).

ORCA input file:
```
! RIJCOSX wB97M-V def2-TZVPD def2/J DEFGRID3
* xyz 0 1
C 0.510 1.287 1.476
C 0.324 0.896 -1.520
N 0.468 0.033 0.741
N 1.654 -0.757 0.782
H 2.414 -0.263 1.244
H 1.950 -0.949 -0.173
H 0.759 1.099 2.525
H -0.443 1.812 1.425
H 1.269 1.942 1.039
H 1.318 1.215 -1.198
H 0.444 0.021 -2.152
H -0.022 1.733 -2.122
C -0.774 -1.945 -0.159
C -0.883 -0.498 0.321
C -1.388 0.450 -0.731
H -1.500 -0.465 1.227
H -0.139 -2.036 -1.045
H -0.373 -2.602 0.618
H -1.765 -2.303 -0.448
H -1.845 1.357 -0.335
H -1.978 -0.027 -1.514
*
```

Computed properties:
Energy relative to the best compared isomer or geometry (same formula, charge and spin): 4.1942 eV
HOMO energy: -6.91 eV